Record 1
35
Properties=species:S:1:pos:R:3:lowdin_charge:R:1 method="wB97M-V/def2-TZVPD" smiles="Cc1nc(SCC(=O)c2cccs2)c2oc3ccccc3c2n1" homo_lumo_gap_ev=8.1 homo_energy_ev=-8.27 e_above_lowest_kcal_mol=302.47 total_energy_ha=-1710.91244 lumo_energy_ev=-0.16
C -0.722 1.733 -3.632 0.004
C -0.403 0.774 -2.575 -0.486
N -0.092 1.124 -1.554 0.153
C 0.163 0.253 -0.566 -0.421
S 0.152 0.741 1.177 0.988
C -0.276 2.475 0.917 -0.422
C 0.294 3.405 2.113 -0.478
O 1.299 3.925 2.127 0.176
C -0.468 2.996 3.373 -0.719
C -0.167 3.825 4.466 -0.068
C -0.859 3.295 5.713 -0.021
C -2.026 2.492 5.187 -0.200
S -1.678 2.158 3.476 1.101
C 0.202 -0.983 -0.937 -0.037
O 0.933 -2.275 -0.062 0.083
C 0.929 -3.276 -0.835 -0.380
C 1.419 -4.547 -0.586 0.000
C 1.059 -5.576 -1.506 -0.038
C 0.957 -5.027 -2.858 -0.075
C 0.591 -3.650 -3.389 0.101
C 0.525 -2.927 -2.101 -0.037
C 0.184 -1.386 -2.163 -0.213
N -0.195 -0.520 -2.932 0.224
H -0.830 1.228 -4.604 0.083
H -1.798 2.154 -3.506 0.120
H -0.081 2.528 -3.748 0.049
H 0.407 2.840 0.038 0.119
H -1.360 2.547 0.808 0.061
H 0.745 4.338 4.842 0.122
H -0.705 3.685 6.590 0.022
H -2.658 2.225 5.704 -0.099
H 1.349 -4.786 0.383 0.073
H 1.527 -6.512 -1.309 0.088
H 1.095 -5.762 -3.702 0.089
H 0.488 -3.513 -4.349 0.038

---

Record 2
17
Properties=species:S:1:pos:R:3:lowdin_charge:R:1 method="wB97M-V/def2-TZVPD" homo_lumo_gap_ev="7.4 / 5.6" homo_energy_ev="-6.55 / -8.15" spin_multiplicity=3 e_above_lowest_kcal_mol=6.55 total_energy_ha=-1067.70955 s_squared=2.02 lumo_energy_ev="0.81 / -2.53"
C 0.440 -0.832 0.481 -0.154
C -0.917 -1.346 0.112 -0.144
C -1.888 0.755 -0.090 -0.752
C -0.429 1.281 -0.486 -0.148
C 1.771 -0.093 -0.162 -0.048
C 0.659 0.677 0.393 -0.306
C -2.058 -0.707 -0.082 -0.674
S -3.046 1.875 0.097 0.832
S -3.607 -1.599 -0.070 0.821
H 0.980 -1.397 1.357 0.154
H -1.129 -2.385 0.421 0.098
H -0.380 0.995 -1.483 0.093
H -0.307 2.413 -0.390 0.127
H 2.034 -0.203 -1.238 0.112
H 2.586 -0.254 0.423 0.053
H 0.894 1.366 1.244 0.150
H -4.082 -0.442 -0.347 -0.214

---

Record 3
52
Properties=species:S:1:pos:R:3:lowdin_charge:R:1 method="wB97M-V/def2-TZVPD" homo_lumo_gap_ev="5.9 / 6.4" homo_energy_ev="-14.56 / -14.56" spin_multiplicity=2 e_above_lowest_kcal_mol=32.30 total_energy_ha=-2557.09459 s_squared=0.76 charge=+2 lumo_energy_ev="-8.64 / -8.15"
Cr -1.915 -0.414 -1.740 1.065
C -3.869 3.184 -0.720 -0.039
C -3.730 1.903 -1.257 -0.030
N -2.877 1.037 -0.729 -0.004
C -2.174 1.420 0.368 -0.144
C -2.312 2.718 0.863 -0.008
N -3.141 3.575 0.307 0.139
C -1.317 0.352 0.862 -0.142
C -0.482 0.296 1.963 0.106
C 0.233 -0.887 2.233 -0.075
C -0.116 -2.037 1.499 0.108
C -0.955 -1.916 0.404 -0.137
N -1.421 -0.709 0.043 0.000
C -1.476 -2.914 -0.522 -0.137
C -1.220 -4.287 -0.538 -0.004
N -1.821 -5.080 -1.398 0.140
C -2.663 -4.562 -2.268 -0.036
C -2.893 -3.186 -2.316 -0.029
N -2.304 -2.369 -1.453 0.000
C 1.362 -0.891 3.174 -0.156
C 1.775 0.282 3.820 0.011
C 2.945 0.273 4.566 -0.102
N 3.672 -0.810 4.688 0.092
C 3.308 -1.939 4.130 -0.100
C 2.154 -2.031 3.362 0.013
H -4.554 3.904 -1.139 0.135
H -4.285 1.580 -2.128 0.139
H -1.726 3.085 1.693 0.138
H -0.376 1.168 2.586 0.123
H 0.274 -3.007 1.758 0.124
H -0.512 -4.750 0.134 0.138
H -3.159 -5.245 -2.941 0.136
H -3.548 -2.739 -3.053 0.139
H 1.216 1.199 3.760 0.102
H 3.298 1.164 5.065 0.123
H 3.949 -2.794 4.285 0.123
H 1.904 -2.984 2.930 0.104
O -0.560 -1.129 -2.859 -0.163
N 0.479 -0.405 -3.041 0.079
N 0.344 0.783 -2.614 -0.148
O -0.832 1.146 -2.159 -0.126
C 1.433 1.642 -2.420 -0.174
C 2.731 1.145 -2.558 0.007
C 3.789 1.927 -2.137 -0.040
C 3.556 3.184 -1.591 -0.038
C 2.268 3.700 -1.528 -0.046
C 1.196 2.931 -1.939 0.000
H 2.889 0.162 -2.972 0.119
H 4.799 1.555 -2.217 0.121
H 4.381 3.768 -1.217 0.119
H 2.098 4.697 -1.151 0.119
H 0.185 3.307 -1.890 0.116

---

Record 4
17
Properties=species:S:1:pos:R:3:lowdin_charge:R:1 method="wB97M-V/def2-TZVPD" smiles="C=C=C[C@@]1(C)C[NH2+]1" homo_lumo_gap_ev=10.4 homo_energy_ev=-13.61 e_above_lowest_kcal_mol=48.55 total_energy_ha=-289.00560 charge=+1 lumo_energy_ev=-3.23
C 2.988 -0.146 -0.426 0.051
C 1.859 0.553 -0.538 -0.046
C 0.627 1.051 -0.299 -0.005
C -0.538 0.111 0.119 -0.383
C -0.196 -1.358 0.042 0.008
C -1.555 0.675 1.049 0.018
N -1.880 0.541 -0.386 0.157
H 3.465 -0.326 0.585 0.111
H 3.571 -0.513 -1.257 0.072
H 0.340 1.978 -0.564 0.067
H -0.454 -1.928 0.990 0.121
H 0.842 -1.411 -0.256 0.058
H -0.907 -1.910 -0.642 0.115
H -2.050 -0.126 1.677 0.160
H -1.527 1.701 1.420 0.146
H -2.131 1.372 -0.881 0.174
H -2.453 -0.264 -0.635 0.176

---

Record 5
27
Properties=species:S:1:pos:R:3:lowdin_charge:R:1 method="wB97M-V/def2-TZVPD" homo_lumo_gap_ev="11.4 / 8.6" homo_energy_ev="-17.53 / -18.51" spin_multiplicity=5 e_above_lowest_kcal_mol=0.00 total_energy_ha=-1859.91207 s_squared=6.01 charge=+2 lumo_energy_ev="-6.12 / -9.89"
Co 0.083 -0.078 0.221 0.869
N 0.048 0.565 -1.714 -0.020
C -1.271 1.180 -2.110 -0.188
C -1.666 2.323 -1.188 -0.174
C -2.116 1.931 0.211 -0.186
N -0.964 1.453 1.061 -0.020
H 0.788 1.250 -1.866 0.126
H 0.263 -0.196 -2.358 0.123
H -2.021 0.389 -2.088 0.129
H -1.196 1.528 -3.137 0.134
H -2.502 2.843 -1.659 0.138
H -0.859 3.063 -1.134 0.131
H -2.850 1.126 0.170 0.129
H -2.585 2.774 0.710 0.134
H -1.315 1.212 1.988 0.124
H -0.330 2.237 1.223 0.126
N 3.450 -1.799 1.611 0.267
C 2.267 -1.567 1.109 -0.451
O 1.884 -0.372 0.902 -0.060
C 1.340 -2.688 0.723 -0.126
C -0.081 -2.190 0.774 -0.012
H 4.076 -1.031 1.816 0.160
H 3.773 -2.739 1.793 0.155
H 1.453 -3.560 1.375 0.152
H 1.620 -3.012 -0.282 0.147
H -0.494 -2.011 1.769 0.099
H -0.796 -2.630 0.080 0.096

---

Record 6
10
Properties=species:S:1:pos:R:3:lowdin_charge:R:1 method="wB97M-V/def2-TZVPD" smiles="C=C(O)F.O=C=O" homo_lumo_gap_ev=10.0 homo_energy_ev=-9.42 e_above_lowest_kcal_mol=0.00 total_energy_ha=-441.69805 lumo_energy_ev=0.54
C 0.869 0.465 -0.710 0.061
C 0.969 0.195 0.593 -0.470
O 1.929 -0.411 1.266 0.103
F -0.020 0.702 1.416 0.038
H -0.152 0.770 -1.070 0.055
H 1.379 -0.125 -1.489 0.079
H 1.831 -0.302 2.256 0.160
O -2.228 0.252 -1.674 0.210
C -2.262 -0.432 -0.760 -0.449
O -2.317 -1.113 0.172 0.214

---

Record 7
16
Properties=species:S:1:pos:R:3:lowdin_charge:R:1 method="wB97M-V/def2-TZVPD" homo_lumo_gap_ev=9.5 homo_energy_ev=-8.59 e_above_lowest_kcal_mol=148.78 total_energy_ha=-413.17895 lumo_energy_ev=0.87
H -3.733 0.500 0.342 0.076
N -3.112 -0.174 -0.262 0.024
C -1.978 -0.185 0.349 -0.293
N -0.904 -1.018 -0.420 -0.085
N 0.253 -0.963 0.231 -0.062
C 1.033 0.130 -0.075 -0.361
C 2.516 -0.162 0.002 -0.012
N 0.531 1.296 -0.476 0.038
O -0.755 1.593 0.119 -0.176
H -1.588 0.128 1.416 0.153
H -0.996 -1.277 -1.549 0.218
H 0.781 -1.774 0.263 0.104
H 3.062 0.738 0.242 0.078
H 2.673 -0.726 0.908 0.080
H 2.917 -0.665 -0.816 0.058
H -0.699 2.559 -0.275 0.160

---

Record 8
85
Properties=species:S:1:pos:R:3:lowdin_charge:R:1 method="wB97M-V/def2-TZVPD" homo_lumo_gap_ev=6.8 homo_energy_ev=-4.45 e_above_lowest_kcal_mol=38.25 total_energy_ha=-2156.16044 charge=-1 lumo_energy_ev=2.34
O 0.453 0.328 0.838 0.162
H -0.088 -0.056 1.604 0.112
H 0.000 0.375 -0.047 0.075
H 0.833 1.222 1.058 0.106
C 1.074 3.165 2.645 -0.477
O 2.105 2.246 2.164 -0.158
O 0.075 3.030 1.788 -0.174
C 0.951 3.125 4.191 -0.550
F 1.155 1.877 4.679 0.118
F 1.808 3.960 4.805 0.118
F -0.283 3.485 4.571 0.139
C 3.444 2.389 2.612 -0.265
C 4.291 1.476 1.726 -0.069
H 4.598 1.952 0.798 0.067
H 5.172 1.131 2.279 0.066
H 3.787 0.524 1.548 0.063
H 3.535 2.174 3.678 0.111
H 3.723 3.420 2.361 0.115
H 1.554 4.158 2.496 0.131
C -0.893 -0.890 3.754 -0.452
O 0.281 -1.287 3.007 -0.150
O -1.551 -0.105 2.863 -0.194
C -1.666 -2.165 4.190 -0.525
F -0.946 -2.917 5.072 0.091
F -2.834 -1.885 4.794 0.132
F -1.928 -2.978 3.138 0.111
C 1.431 -1.671 3.724 -0.267
C 2.382 -2.424 2.821 -0.085
H 3.371 -2.497 3.292 0.069
H 2.154 -3.458 2.556 0.064
H 2.627 -1.895 1.896 0.065
H 1.225 -2.282 4.606 0.111
H 1.997 -0.793 4.059 0.113
H -0.525 -0.278 4.585 0.142
C -0.214 -6.599 1.114 -0.077
C -1.514 -5.779 0.916 -0.418
C -1.411 -5.024 -0.398 -0.222
O -0.362 -4.097 -0.508 -0.195
C -0.363 -3.065 0.467 -0.091
N -2.655 -6.723 1.020 0.026
H -0.039 -7.422 0.415 0.073
H -0.087 -7.021 2.115 0.071
H 0.665 -5.950 1.023 0.069
H -1.544 -5.111 1.777 0.117
H -2.367 -4.499 -0.535 0.126
H -1.281 -5.723 -1.226 0.126
H -1.276 -2.463 0.388 0.102
H 0.449 -2.380 0.229 0.080
H -0.263 -3.488 1.464 0.064
H -2.464 -7.322 1.821 0.060
H -2.454 -7.422 0.298 0.060
C -0.159 -1.167 -3.333 -0.057
C -0.300 0.305 -3.023 -0.396
C -1.184 1.060 -4.008 -0.202
O -2.407 0.338 -4.091 -0.196
C -3.168 0.630 -5.240 -0.109
N -0.802 0.420 -1.628 0.042
H -1.107 -1.702 -3.272 0.083
H 0.398 -1.723 -2.572 0.075
H 0.432 -1.294 -4.243 0.081
H 0.686 0.782 -3.012 0.138
H -0.695 0.913 -4.983 0.128
H -1.369 2.117 -3.802 0.088
H -4.039 -0.021 -5.210 0.088
H -2.650 0.396 -6.178 0.084
H -3.411 1.696 -5.276 0.083
H -1.109 1.394 -1.562 0.041
H -1.678 -0.102 -1.608 0.099
C 1.434 4.563 -1.376 -0.045
C -0.028 4.421 -1.820 -0.410
C -0.134 4.289 -3.355 -0.215
O -1.404 4.741 -3.792 -0.182
C -1.526 4.610 -5.195 -0.115
N -0.651 3.283 -1.170 0.045
H 1.989 5.316 -1.936 0.069
H 1.952 3.607 -1.464 0.081
H 1.417 4.858 -0.326 0.077
H -0.615 5.307 -1.547 0.139
H 0.067 3.240 -3.599 0.101
H 0.600 4.967 -3.807 0.119
H -2.434 5.049 -5.603 0.086
H -1.485 3.544 -5.434 0.066
H -0.713 5.133 -5.712 0.084
H -1.661 3.367 -1.168 0.096
H -0.374 3.289 -0.185 0.051

---

Record 9
37
Properties=species:S:1:pos:R:3:lowdin_charge:R:1 method="wB97M-V/def2-TZVPD" smiles="Cc1ccccc1CNC(=O)Cc1ccccc1[N+](=O)[O-]" homo_lumo_gap_ev=8.5 homo_energy_ev=-9.00 e_above_lowest_kcal_mol=76.27 total_energy_ha=-954.47183 lumo_energy_ev=-0.48
C 2.242 -1.611 2.477 -0.031
C 1.165 -2.646 2.593 -0.224
C 1.060 -3.416 3.744 -0.048
C 0.081 -4.385 3.875 -0.088
C -0.815 -4.600 2.843 -0.091
C -0.722 -3.839 1.692 -0.046
C 0.259 -2.867 1.551 -0.177
C 0.307 -2.046 0.290 -0.116
N -0.236 -0.719 0.519 0.080
C 0.379 0.395 0.090 -0.517
O 1.474 0.405 -0.434 0.075
C -0.391 1.696 0.376 -0.050
C -0.241 2.642 -0.775 -0.136
C 0.379 3.871 -0.583 -0.018
C 0.585 4.755 -1.626 -0.058
C 0.185 4.424 -2.912 -0.063
C -0.419 3.205 -3.136 0.010
C -0.636 2.322 -2.081 -0.097
N -1.283 1.081 -2.410 -0.327
O -1.281 0.737 -3.572 0.093
O -1.819 0.448 -1.520 0.074
H 2.829 -1.566 3.391 0.077
H 2.910 -1.845 1.649 0.091
H 1.819 -0.627 2.285 0.075
H 1.759 -3.253 4.552 0.107
H 0.021 -4.972 4.779 0.101
H -1.582 -5.355 2.934 0.100
H -1.420 -4.005 0.883 0.109
H 1.333 -1.904 -0.060 0.122
H -0.269 -2.541 -0.499 0.129
H -1.197 -0.675 0.819 0.147
H -1.441 1.478 0.567 0.118
H 0.049 2.145 1.269 0.127
H 0.711 4.136 0.410 0.116
H 1.066 5.703 -1.437 0.108
H 0.348 5.107 -3.730 0.107
H -0.737 2.912 -4.125 0.120

---

Record 10
16
Properties=species:S:1:pos:R:3:lowdin_charge:R:1 method="wB97M-V/def2-TZVPD" smiles=C[C@H]1[C@H]2CC[C@@H]12 homo_lumo_gap_ev=9.2 homo_energy_ev=-8.12 e_above_lowest_kcal_mol=74.15 total_energy_ha=-234.48434 lumo_energy_ev=1.13
C 1.516 -0.330 0.895 -0.068
C 0.538 -0.973 -0.043 -0.275
C -1.140 -0.772 -0.039 -0.103
C -1.400 0.708 0.320 -0.157
C -0.449 1.132 -0.840 -0.133
C -0.169 -0.346 -1.139 -0.256
H 1.853 -0.994 1.703 0.079
H 1.121 0.579 1.353 0.068
H 2.396 -0.057 0.304 0.082
H 0.774 -2.024 -0.270 0.140
H -0.883 -1.584 0.620 0.100
H -2.426 1.078 0.163 0.101
H -1.110 0.982 1.337 0.092
H 0.432 1.732 -0.571 0.103
H -0.960 1.636 -1.661 0.103
H -0.092 -0.766 -2.132 0.123

---

Record 11
14
Properties=species:S:1:pos:R:3:lowdin_charge:R:1 method="wB97M-V/def2-TZVPD" smiles=CC(C)[SiH](Br)Br homo_lumo_gap_ev=9.9 homo_energy_ev=-9.94 e_above_lowest_kcal_mol=0.00 total_energy_ha=-5556.69583 lumo_energy_ev=-0.03
C -0.125 0.724 -1.285 -0.152
C -0.214 0.246 0.165 -0.584
C 0.453 -1.121 0.319 -0.151
Si -2.010 0.212 0.792 0.132
Br -3.197 -1.982 -0.140 -0.021
Br -3.176 1.931 0.040 0.337
H -0.670 0.053 -1.946 0.080
H -0.528 1.729 -1.402 0.045
H 0.916 0.741 -1.603 0.080
H 0.334 0.957 0.792 0.103
H -0.082 -1.878 -0.253 0.049
H 0.477 -1.437 1.362 0.074
H 1.477 -1.074 -0.053 0.080
H -2.304 0.023 2.194 -0.071

---

Record 12
93
Properties=species:S:1:pos:R:3:lowdin_charge:R:1 method="wB97M-V/def2-TZVPD" homo_lumo_gap_ev=7.0 homo_energy_ev=-7.65 e_above_lowest_kcal_mol=26.74 total_energy_ha=-3182.78970 lumo_energy_ev=-0.64
Sc 1.445 0.605 -0.118 1.045
N 8.876 -0.346 -0.681 0.148
C 7.722 -0.202 -0.674 -0.177
C 6.300 0.031 -0.531 -0.215
C 5.343 -0.905 -0.970 -0.023
C 4.004 -0.746 -0.592 -0.127
C 3.564 0.404 0.072 -0.247
C 4.520 1.350 0.462 -0.115
C 5.861 1.158 0.207 -0.030
H 5.628 -1.787 -1.550 0.119
H 3.266 -1.519 -0.805 0.075
H 4.250 2.243 1.024 0.084
H 6.562 1.926 0.491 0.115
C -0.539 3.295 2.797 -0.051
C 0.855 3.838 2.434 -0.349
C 2.029 2.868 2.672 -0.056
C 0.870 4.549 1.071 -0.131
C 0.566 5.901 0.964 -0.047
C 0.505 6.507 -0.281 -0.096
C 0.846 5.822 -1.438 -0.056
C 1.187 4.471 -1.399 -0.113
C 1.614 3.839 -2.722 -0.350
C 0.554 3.905 -3.842 -0.064
C 2.384 2.493 -2.710 -0.058
C 1.025 3.796 -0.134 -0.266
O 0.849 2.499 -0.100 -0.216
H -0.541 2.894 3.803 0.076
H -0.888 2.484 2.125 0.052
H -1.285 4.095 2.740 0.087
H 1.056 4.658 3.161 0.135
H 1.963 1.966 2.060 0.030
H 2.069 2.599 3.740 0.091
H 2.990 3.344 2.462 0.080
H 0.333 6.461 1.864 0.114
H 0.196 7.522 -0.342 0.088
H 0.792 6.316 -2.413 0.118
H 2.424 4.481 -3.089 0.130
H 0.036 2.954 -3.963 0.064
H 1.023 4.163 -4.814 0.087
H -0.190 4.679 -3.605 0.074
H 1.752 1.674 -2.292 0.035
H 3.295 2.538 -2.093 0.083
H 2.648 2.207 -3.757 0.102
C -0.891 -8.697 -0.704 -0.055
C 0.260 -9.401 -0.074 -0.735
O 0.288 -10.600 0.112 0.001
S 1.663 -8.428 0.499 1.019
C 1.268 -6.721 0.356 -0.565
C 0.658 -6.013 1.418 -0.076
C 0.419 -4.635 1.325 -0.014
C 0.792 -3.942 0.146 -0.274
C 1.326 -4.637 -0.981 -0.011
C 1.599 -5.992 -0.821 -0.100
C 0.593 -2.575 0.164 -0.149
C 0.519 -1.284 0.088 -0.140
H -1.680 -8.524 0.043 0.099
H -1.328 -9.351 -1.467 0.093
H -0.594 -7.711 -1.108 0.071
H 0.396 -6.541 2.327 0.106
H -0.052 -4.050 2.124 0.116
H 1.480 -4.118 -1.933 0.121
H 2.022 -6.502 -1.691 0.111
C -5.273 -1.080 0.242 -0.128
C -3.954 -1.209 -0.495 -0.538
C -3.544 -2.699 -0.604 -0.132
P -2.464 -0.230 0.120 1.085
C -2.724 1.500 -0.610 -0.559
C -2.057 1.529 -1.990 -0.131
C -4.117 2.072 -0.646 -0.124
C -2.553 0.032 1.990 -0.550
C -2.619 -1.342 2.646 -0.128
C -3.635 0.963 2.532 -0.117
H -6.020 -1.740 -0.229 0.083
H -5.656 -0.043 0.240 0.061
H -5.167 -1.377 1.301 0.058
H -4.062 -0.818 -1.513 0.096
H -3.835 -3.288 0.262 0.067
H -2.454 -2.801 -0.710 0.047
H -4.016 -3.142 -1.496 0.076
H -2.116 2.103 0.057 0.077
H -2.769 1.299 -2.777 0.074
H -1.223 0.805 -2.025 0.045
H -1.608 2.513 -2.176 0.068
H -4.695 1.595 -1.455 0.081
H -4.060 3.147 -0.819 0.082
H -4.667 1.920 0.298 0.052
H -1.567 0.449 2.183 0.068
H -3.628 -1.843 2.543 0.081
H -2.438 -1.220 3.738 0.087
H -1.874 -2.007 2.254 0.040
H -4.676 0.652 2.311 0.072
H -3.495 1.979 2.150 0.061
H -3.531 0.973 3.621 0.077